The following is a quantum chemistry calculation of the ion C5H13NP with charge +1, from the Open Molecules 2025 dataset.

Last column: Mulliken charge in e.
Atoms and positions in Å:
1 C -0.1985 -0.4075 -1.0618  0.2180
2 C 1.3920 1.3251 1.2453  -1.0640
3 C -2.4417 -1.4651 -0.6070  -0.6305
4 C 0.9805 0.5099 -1.1104  -0.8863
5 C 1.9070 0.3630 0.0681  -0.3272
6 N -1.2917 -0.2776 -0.4185  -0.0176
7 P -1.8495 1.2521 0.4267  0.0310
8 H -0.0948 -1.3822 -1.6866  0.2419
9 H 0.4388 0.8881 1.5822  0.1544
10 H 1.3368 2.3472 0.8595  0.3590
11 H 2.0231 1.2938 2.0550  0.4087
12 H -3.4178 -0.9800 -0.6549  0.3036
13 H -2.2127 -2.0656 0.2915  0.3629
14 H -1.9591 -2.0999 -1.4846  0.2551
15 H 0.6467 1.5661 -1.2314  0.3759
16 H 1.5806 0.2768 -1.9397  0.3443
17 H 2.0508 -0.6282 0.4086  0.3542
18 H 2.8280 0.7997 -0.3997  0.3018
19 H -2.0681 0.6996 1.7348  0.1442
20 H -3.0925 1.1766 -0.1766  0.0706

Properties
LUMO, eV: -4.16
Structure (SMILES): CCC/C=[N+](/C)P
HOMO energy, eV: -14.3
Total charge: +1
Energy relative to the best compared isomer or geometry (same formula, charge and spin), eV: 1.535
E, eV: -16166.088
Kohn-Sham gap, eV: 10.139


The following is a quantum chemistry calculation of a structure of composition C17H28FInN3O4, from the Open Molecules 2025 dataset.

Last column: Mulliken charge in e.
Atoms and positions in Å:
1 C 1.4396 -4.6046 1.5148  -1.0418
2 C 1.2347 -3.3383 0.4514  0.4917
3 O 2.2451 -3.1119 -0.3949  -0.5678
4 N -0.0034 -2.4669 0.3777  -0.2227
5 C 0.0860 -1.5171 1.5518  -0.6710
6 In 0.0773 -1.3797 -1.5107  1.0421
7 C 1.7856 0.1120 -1.4156  -0.5615
8 C 3.1597 -0.3630 -2.1783  -0.4572
9 C 4.3216 0.7914 -1.8698  -0.2078
10 F 3.8701 2.0805 -2.5089  -0.3489
11 C -1.8770 -0.2027 -1.8649  -0.9557
12 C -2.9228 -0.3284 -0.6076  0.3527
13 C -3.8715 1.0156 -0.3820  -0.8917
14 N -3.0832 2.2747 -0.0999  -0.0160
15 C -2.9719 2.5942 1.3687  -0.6052
16 C -1.4722 2.9013 1.9305  0.7346
17 C -1.3458 3.1691 3.5768  -0.6552
18 C 0.1452 3.4540 4.2667  -0.4072
19 C 1.5487 3.5323 3.3985  -0.4258
20 C 1.4200 3.2807 1.7677  -0.2051
21 C -0.0738 2.9618 1.0858  0.1402
22 O -0.0695 2.7086 -0.3621  -0.4883
23 C 0.5562 -2.7936 -3.2697  -0.4122
24 O -0.6274 -3.5115 -3.7702  -0.2374
25 N -1.3264 -3.9342 -2.6977  0.3283
26 O -2.2545 -4.5944 -3.1766  -0.5205
27 H 1.8510 -5.5226 0.9094  0.3068
28 H 2.2122 -4.2997 2.3525  0.2843
29 H 0.4024 -4.7860 2.0319  0.2852
30 H 0.5941 -2.1158 2.4505  0.3378
31 H -0.9700 -1.1719 1.9763  0.1261
32 H 0.7872 -0.5821 1.3722  0.1267
33 H 1.4163 1.1113 -1.9523  0.2871
34 H 2.0709 0.3002 -0.2821  -0.0868
35 H 2.9773 -0.4872 -3.3304  0.2232
36 H 3.6120 -1.3735 -1.7892  0.1658
37 H 4.2639 0.9950 -0.7032  0.1881
38 H 5.3837 0.4540 -2.2372  0.2740
39 H -2.4178 -0.6976 -2.8053  0.3109
40 H -1.6486 0.9227 -2.1160  0.2701
41 H -3.6044 -1.2618 -0.8195  0.3585
42 H -2.3449 -0.4903 0.4201  -0.3480
43 H -4.6165 0.7638 0.4964  0.2401
44 H -4.5614 1.2123 -1.3346  0.3155
45 H -3.3837 3.0877 -0.6804  0.2318
46 H -3.6237 3.5778 1.5490  0.2635
47 H -3.4677 1.7664 2.0592  0.2886
48 H -2.2645 3.1748 4.3093  0.2451
49 H 0.2352 3.6165 5.4295  0.2473
50 H 2.6060 3.7311 3.8717  0.2703
51 H 2.3679 3.3141 1.0424  0.3128
52 H -0.3153 1.7213 -0.4423  -0.0429
53 H 1.3648 -3.5682 -2.8784  0.1971
54 H 1.0828 -2.1222 -4.0809  0.1305

Properties
LUMO, eV: 2.32
HOMO energy, eV: -4.8
Total charge: -1
E, eV: -38618.304
Kohn-Sham gap, eV: 7.142


The following is a quantum chemistry calculation of the molecule C12H12ClN3O4S, from the Open Molecules 2025 dataset.

Last column: Mulliken charge in e.
Atoms and positions in Å:
1 C -1.1592 -0.8827 1.1329  -1.2700
2 C 0.0421 -1.1531 1.9828  0.8738
3 C -0.0266 -2.0582 3.0338  -0.7043
4 C 1.0470 -2.2937 3.8731  -0.7000
5 C 2.2240 -1.5971 3.6589  0.1633
6 C 2.3348 -0.7033 2.6096  -1.0260
7 C 1.2504 -0.4852 1.7648  0.5775
8 N 1.3833 0.4320 0.7148  -0.0311
9 S 1.1966 0.0436 -0.8809  1.3405
10 O 0.8957 -1.3519 -1.0089  -0.6186
11 O 2.3202 0.5635 -1.6033  -0.6916
12 C -0.2258 0.9854 -1.4600  0.4164
13 C -0.7983 0.6513 -2.6437  0.5402
14 N -1.8318 1.3982 -3.1249  -0.1183
15 C -2.3412 2.5284 -2.5035  0.2172
16 O -3.2588 3.1543 -2.9634  -0.6147
17 N -1.6961 2.8482 -1.3378  -0.0624
18 C -0.6140 2.1856 -0.7528  0.1263
19 O -0.1010 2.6368 0.2438  -0.6261
20 H -2.0079 3.6932 -0.8702  0.2359
21 H -2.2661 1.1516 -4.0057  0.2131
22 C -0.3403 -0.4910 -3.4753  -1.5506
23 H -0.9353 -0.5903 -4.3798  0.3798
24 H 0.7066 -0.3426 -3.7379  0.3755
25 H -0.3799 -1.4133 -2.8989  0.3456
26 H 2.0957 1.1341 0.8385  0.3222
27 H 3.2592 -0.1709 2.4450  0.3729
28 Cl 3.5763 -1.8491 4.7023  -0.2226
29 H 0.9701 -2.9967 4.6867  0.4332
30 H -0.9527 -2.5850 3.2091  0.3877
31 H -2.0593 -1.2471 1.6218  0.5001
32 H -1.0538 -1.3816 0.1714  0.2771
33 H -1.2539 0.1869 0.9578  0.1381

Properties
LUMO, eV: 0.18
Structure (SMILES): Cc1ccc(Cl)cc1NS(=O)(=O)c1c(C)[nH]c(=O)[nH]c1=O
HOMO energy, eV: -8.8
E, eV: -48657.857
Kohn-Sham gap, eV: 9.005


The following is a quantum chemistry calculation of a structure of composition C22H47As3ClN6O6Sc, from the Open Molecules 2025 dataset.

Last column: Mulliken charge in e.
Atoms and positions in Å:
1 Sc 0.3519 -0.0061 0.3155  -0.2113
2 C 0.7484 3.9789 0.0668  -1.4373
3 As -0.4861 2.5880 -0.4788  1.2566
4 C -2.0648 3.3057 0.4163  -0.9806
5 C -0.9452 3.1452 -2.2720  -1.7017
6 C 0.0166 2.7887 -3.4129  2.6604
7 C 1.4437 3.2840 -3.1104  -1.8482
8 C 0.0378 1.2827 -3.6904  -1.6757
9 As 0.9454 0.0436 -2.4897  1.4764
10 C 0.1957 -1.5318 -3.3467  -1.6508
11 C 2.7142 -0.0037 -3.2460  -1.3284
12 C -0.4301 3.5133 -4.7075  -2.1273
13 As -2.2168 3.5099 -5.5455  0.2956
14 C -3.2232 4.6149 -4.2861  -1.0233
15 C -3.0099 1.7901 -5.0535  -0.9622
16 H 0.4898 4.8921 -0.4515  0.4457
17 H 1.7715 3.7013 -0.1526  0.4009
18 H 0.6409 4.1277 1.1359  0.4966
19 H -2.3177 4.2191 -0.0929  0.5478
20 H -2.5099 3.8072 2.2713  0.2995
21 H -2.8820 2.5999 0.3123  0.4976
22 H -1.0626 4.2195 -2.2141  0.8447
23 H -1.9251 2.7204 -2.4724  0.0730
24 H 1.8768 2.7832 -2.2461  0.0557
25 H 1.4612 4.3585 -2.9073  0.4597
26 H 2.1058 3.0958 -3.9605  0.4369
27 H 0.5299 1.1000 -4.6379  0.6784
28 H -0.9729 0.8889 -3.7755  0.1814
29 H 0.2315 -1.3645 -4.4137  0.5569
30 H -0.8358 -1.6683 -3.0199  0.3424
31 H 0.7664 -2.4264 -3.1103  0.5929
32 H 2.6160 -0.0578 -4.3210  0.4760
33 H 3.2310 -0.8838 -2.8793  0.4219
34 H 3.2853 0.8790 -2.9687  0.3876
35 H 0.2291 3.1973 -5.5184  0.5340
36 H -0.2477 4.5868 -4.5856  0.5876
37 H -2.6899 5.5537 -4.1149  0.3109
38 H -3.4236 4.1261 -3.3305  0.2164
39 H -4.1735 4.8536 -4.7643  0.4262
40 H -2.4894 0.9732 -5.5566  0.3098
41 H -4.0333 1.8193 -5.4329  0.4313
42 H -3.0473 1.6040 -3.9766  0.1745
43 O 0.9890 0.2871 3.6348  -0.4857
44 Cl 0.5190 1.2752 2.6856  0.9699
45 O -1.7238 3.5385 1.7835  -0.4811
46 O -0.7429 0.7495 1.9894  -0.3446
47 O 1.4895 1.2871 1.4793  -0.4949
48 N -0.2234 -1.9944 1.8363  -0.5070
49 C -1.6626 -2.2170 1.5607  0.0291
50 C -2.2663 -3.5012 2.0902  -0.5090
51 C -3.7840 -3.4313 2.3245  -0.7003
52 C -4.6567 -3.7056 1.1092  -1.0332
53 N -4.7055 -5.1206 0.7039  -0.1592
54 C -4.0420 -5.6411 -0.3207  0.5500
55 N -4.2360 -6.9245 -0.6557  -0.3910
56 N -3.1712 -4.8989 -1.0005  -0.4995
57 C -1.8016 -2.0854 0.0558  0.2570
58 O -2.4126 -2.8884 -0.6301  -0.7397
59 O -1.1700 -1.0353 -0.4187  -0.1836
60 H 0.2772 -2.8574 1.7019  0.2424
61 H -0.0855 -1.7172 2.7916  0.3364
62 H -2.1825 -1.3681 1.9982  0.1834
63 H -1.7892 -3.7262 3.0418  0.4255
64 H -2.0052 -4.3186 1.4096  0.2854
65 H -4.0616 -2.4389 2.6951  0.3863
66 H -4.0483 -4.1317 3.1185  0.4283
67 H -4.3198 -3.1317 0.2526  0.4833
68 H -5.6785 -3.3983 1.3126  0.3653
69 H -5.2862 -5.7401 1.2439  0.2419
70 H -4.9576 -7.4694 -0.2213  0.2139
71 H -3.7913 -7.3200 -1.4635  0.2020
72 H -2.9340 -3.9516 -0.7244  0.5895
73 H -2.7621 -5.2580 -1.8461  0.2411
74 N 5.4970 -3.9586 0.4689  -0.4364
75 C 4.4234 -3.1368 0.4311  0.9883
76 C 4.2214 -2.1443 1.4052  -0.9418
77 C 3.1284 -1.3252 1.3202  -0.6028
78 N 2.2019 -1.4080 0.3441  0.6679
79 C 2.3862 -2.3734 -0.5747  -1.1118
80 C 3.4437 -3.2424 -0.5770  -0.8519
81 H 6.2077 -3.8483 1.1685  0.2015
82 H 5.6748 -4.6166 -0.2673  0.2048
83 H 4.9280 -2.0109 2.2200  0.3723
84 H 2.9786 -0.5585 2.0632  0.5725
85 H 1.6283 -2.4602 -1.3378  0.7230
86 H 3.5234 -3.9953 -1.3564  0.3843

Properties
LUMO, eV: -4.36
HOMO energy, eV: -12.2
Total charge: +2
Energy relative to the best compared isomer or geometry (same formula, charge and spin), eV: 1.146
E, eV: -260527.278
Kohn-Sham gap, eV: 7.857


Sequential max |F| output: 0.0878, 0.1299, 0.0204, 0.1054 Eh/bohr